The following is a quantum chemistry calculation of a molecular structure, C33H32CoN4O3PS2 at a distorted geometry, from the Open Molecules 2025 dataset.

The geometry in ORCA input format:
```
! RIJCOSX wB97M-V def2-TZVPD def2/J DEFGRID3
* xyz 0 5
Co 0.65 -0.21 -0.65
C 3.42 1.24 4.32
C 3.63 -0.21 3.88
N 3.96 -0.35 2.47
C 3.05 -0.23 1.47
S 1.37 -0.22 1.81
N 3.55 -0.17 0.24
N 2.71 -0.08 -0.75
C 3.23 -0.14 -2.03
C 4.67 -0.47 -2.29
C 2.33 0.13 -3.05
C 2.65 0.10 -4.44
C 1.69 0.41 -5.36
C 0.41 0.78 -4.92
C 0.15 0.77 -3.57
N 1.04 0.43 -2.65
H 3.08 1.27 5.35
H 2.66 1.71 3.69
H 4.35 1.80 4.24
H 2.72 -0.78 4.06
H 4.44 -0.67 4.44
H 4.91 -0.14 2.20
H 5.18 -0.59 -1.34
H 5.15 0.33 -2.86
H 4.77 -1.40 -2.86
H 3.65 -0.18 -4.74
H 1.91 0.38 -6.42
H -0.36 1.08 -5.63
H -0.84 1.04 -3.20
C -5.81 -1.30 -1.09
C -5.47 -1.52 0.23
C -4.17 -1.31 0.67
C -3.19 -0.88 -0.22
C -3.54 -0.67 -1.56
C -4.84 -0.88 -1.99
P -1.53 -0.39 0.40
C -1.54 -1.18 2.05
C -1.60 -0.46 3.24
C -1.56 -1.13 4.45
C -1.46 -2.51 4.48
C -1.39 -3.23 3.29
C -1.42 -2.57 2.08
C -1.82 1.38 0.69
C -2.97 1.89 1.21
C -3.12 3.28 1.38
C -2.11 4.12 1.03
C -0.90 3.63 0.48
C 0.15 4.49 0.12
C 1.29 3.98 -0.43
C 1.42 2.59 -0.64
C 0.43 1.70 -0.32
C -0.76 2.22 0.28
H -6.83 -1.45 -1.43
H -6.22 -1.85 0.94
H -3.93 -1.49 1.71
H -2.78 -0.35 -2.26
H -5.08 -0.72 -3.03
H -1.66 0.62 3.21
H -1.60 -0.57 5.38
H -1.43 -3.03 5.43
H -1.31 -4.31 3.31
H -1.34 -3.13 1.15
H -3.78 1.24 1.50
H -4.04 3.68 1.79
H -2.21 5.20 1.15
H 0.04 5.56 0.28
H 2.11 4.63 -0.71
H 2.35 2.25 -1.10
C 0.88 -3.19 -3.07
S 0.01 -2.66 -1.61
O -0.77 -3.77 -1.14
O -0.77 -1.48 -2.03
O 1.04 -2.20 -0.64
H 0.12 -3.48 -3.80
H 1.53 -4.03 -2.82
H 1.45 -2.34 -3.44
*
```

The frontier orbital gap (spin up / spin down) comes out at 5.272 / 5.724 eV. Its expectation value of S² is 6.2000. As for the LUMO energy (spin up / spin down): -0.6 / -2.1 eV. The value obtained for the HOMO energy (spin up / spin down) is -5.861 / -7.779 eV. As for the energy: -115428.32797 eV.